w:
{"formula": "C7H7N5", "method": "ωB97M-V/def2-TZVPD", "smiles": "[H]/N=C(/n1ccnc1)n1cccn1", "homo_ev": -9.2, "charge": 0, "lumo_energy_ev": 0.294, "elements": ["C", "C", "C", "C", "C", "C", "C", "N", "N", "N", "N", "N", "H", "H", "H", "H", "H", "H", "H"], "coordinates": [[-1.76297, -0.06974, -2.55885], [-2.44694, -1.05381, -1.86701], [3.07060, 0.37831, 0.99042], [-0.90414, 0.47202, -1.65031], [1.93165, 0.22721, 0.25579], [1.47075, 0.50525, 2.36302], [-0.47595, -0.09300, 0.97773], [2.76978, 0.62392, 2.28149], [-1.99514, -1.14380, -0.62049], [-1.21364, -0.17027, 2.00422], [0.87989, 0.29754, 1.08526], [-1.06219, -0.20004, -0.52886], [-1.79836, 0.04040, -3.61372], [-3.09032, -1.69499, -2.40230], [4.06845, 0.59164, 0.69878], [-0.38899, 1.36537, -1.80181], [1.99999, 0.04734, -0.76613], [1.05185, 0.43136, 3.32519], [-2.10430, -0.55471, 1.82760]]}

x:
{"formula": "C7H7N5", "method": "ωB97M-V/def2-TZVPD", "smiles": "C1=CC=CN(n2cnnn2)C=C1", "homo_ev": -8.3, "charge": 0, "lumo_energy_ev": -0.385, "elements": ["C", "C", "C", "C", "C", "C", "C", "N", "N", "N", "N", "N", "H", "H", "H", "H", "H", "H", "H"], "coordinates": [[-2.60134, -0.91661, -0.49517], [2.04218, 1.12093, -0.46372], [2.12312, -0.16329, -0.89121], [1.31183, 1.46321, 0.66302], [1.48441, -1.28667, -0.38159], [0.27189, 0.83446, 1.20829], [0.33356, -1.40803, 0.31942], [-3.64912, -0.15089, -0.76886], [-3.45350, 1.03498, -0.27265], [-2.34957, 1.16834, 0.25174], [-1.73689, -0.06960, 0.17902], [-0.46225, -0.30331, 0.71398], [-2.21174, -1.85724, -0.83907], [2.62606, 1.92384, -0.88951], [2.88055, -0.39204, -1.68046], [1.48255, 2.45273, 1.12999], [2.13151, -2.21676, -0.51111], [-0.41891, 1.15858, 1.98964], [0.19566, -2.39263, 0.73825]]}

Preferred: w; penalty for the next structure: 285.8 kJ/mol.

w:
{"formula": "C5H11O3", "method": "ωB97M-V/def2-TZVPD", "homo_ev": -4.3, "charge": -1, "lumo_energy_ev": 4.133, "elements": ["C", "C", "O", "O", "H", "H", "H", "C", "C", "C", "O", "H", "H", "H", "H", "H", "H", "H", "H"], "coordinates": [[-3.29132, 0.56410, -1.24639], [-1.86842, -0.17435, -0.99271], [-1.79297, -0.95724, -0.11800], [-0.91548, 0.26144, -1.85359], [-3.46178, 0.19184, -2.28617], [-3.04939, 1.59896, -1.13662], [-3.87407, 0.46649, -0.34425], [1.68213, -0.32984, 0.20136], [2.56853, 0.39734, 1.23355], [0.58367, -0.94693, 0.97705], [1.43663, 0.72185, -0.74503], [2.25329, -1.10240, -0.30698], [3.25754, 1.17305, 0.70002], [0.00336, -0.21694, 1.31970], [-0.03403, -1.55470, 0.21318], [0.95614, -1.41701, 1.87718], [0.46856, 0.73618, -1.26730], [3.09598, -0.42090, 1.80280], [1.98165, 1.00907, 1.97220]]}

x:
{"formula": "C5H11O3", "method": "ωB97M-V/def2-TZVPD", "homo_ev": -2.7, "charge": -1, "lumo_energy_ev": 3.948, "elements": ["C", "O", "C", "C", "C", "C", "O", "H", "H", "H", "H", "H", "H", "H", "H", "H", "H", "H", "O"], "coordinates": [[0.15406, -1.61246, -0.89849], [-0.89401, -0.99953, -1.58425], [-0.22925, -1.62504, 0.57264], [-0.15479, -0.25994, 1.29499], [-1.01851, 0.79149, 0.62074], [-0.72035, 2.02943, 0.03983], [-1.54093, 2.68991, -0.67067], [0.25498, -2.61541, -1.26695], [1.09097, -0.95299, -1.07460], [0.44336, -2.35367, 1.13212], [-1.23487, -2.11195, 0.73349], [-0.60986, -0.43365, 2.30360], [0.95662, -0.07493, 1.40302], [-2.10097, 0.63235, 0.51571], [-1.26133, -0.10490, -1.09647], [0.24851, 2.57503, 0.17815], [1.83002, 0.89078, -0.39969], [2.19587, 2.20038, -0.96800], [2.59051, 1.33511, -0.83517]]}

y:
{"formula": "C5H11O3", "method": "ωB97M-V/def2-TZVPD", "homo_ev": -3.7, "charge": -1, "lumo_energy_ev": 3.340, "elements": ["C", "C", "O", "O", "H", "H", "H", "C", "C", "C", "O", "H", "H", "H", "H", "H", "H", "H", "H"], "coordinates": [[-1.57612, 0.99648, -0.32451], [-2.22628, -0.09638, -1.11094], [-2.48905, 0.32981, -2.22331], [-2.33433, -1.26210, -0.74016], [-0.46715, 0.95745, -0.34222], [-1.98440, 1.33703, 0.63152], [-1.50408, 1.97955, -0.77540], [2.27164, -0.24948, 0.94689], [0.93653, -1.14986, 1.10374], [2.29224, 0.60268, -0.31015], [2.35571, 0.51818, 2.14766], [3.06047, -1.10238, 1.20665], [-0.00294, -0.75905, 0.71399], [1.39511, 0.59966, -0.97875], [2.36207, 1.75149, 0.00647], [3.29249, 0.28865, -0.71389], [1.59677, 0.88434, 2.53640], [0.79980, -1.19087, 2.13852], [1.00526, -2.05363, 0.27303]]}

Preferred: w; penalty for the next structure: 49.0 kJ/mol.

w:
{"formula": "C5H11O3", "method": "ωB97M-V/def2-TZVPD", "homo_ev": -2.7, "charge": -1, "lumo_energy_ev": 3.651, "elements": ["C", "O", "C", "C", "C", "C", "O", "H", "H", "H", "H", "H", "H", "H", "H", "H", "H", "H", "O"], "coordinates": [[-0.31055, -2.09529, 0.63989], [-0.01823, -3.03391, -0.41515], [-1.64554, -1.37947, 0.30300], [-1.59261, 0.09543, 0.67736], [-0.40241, 0.83698, 0.04063], [0.01508, 2.04680, 0.52071], [0.98056, 2.79255, 0.14355], [-0.31227, -2.70656, 1.53620], [0.45572, -1.32224, 0.68938], [-2.51441, -1.85250, 0.74427], [-1.70976, -1.53836, -0.76947], [-2.49687, 0.63444, 0.37715], [-1.45118, 0.13225, 1.76406], [-0.15179, 0.38952, -0.91943], [0.39125, -2.54899, -1.13579], [-0.53386, 2.33922, 1.44583], [2.04028, 1.59315, -0.95004], [1.82714, 0.68690, -2.07845], [2.56960, 1.02808, -1.56028]]}

x:
{"formula": "C5H11O3", "method": "ωB97M-V/def2-TZVPD", "homo_ev": -4.0, "charge": -1, "lumo_energy_ev": 3.769, "elements": ["C", "C", "C", "O", "H", "H", "H", "H", "H", "H", "H", "H", "C", "C", "O", "O", "H", "H", "H"], "coordinates": [[-0.60313, 1.46579, -0.09391], [-0.11669, 2.81493, -0.66701], [-1.09184, 0.33627, -1.00464], [0.49187, 1.10950, 0.64592], [-1.38043, 1.56569, 0.80972], [0.20014, 2.61723, -1.67353], [-1.47017, -0.45791, -0.26242], [-1.82589, 0.43381, -1.78729], [-0.18582, -0.14326, -1.51180], [0.97665, 0.31757, 0.38342], [0.63371, 3.02865, -0.00795], [-0.68171, 3.86078, -0.74224], [0.20160, -2.69237, 1.13427], [1.47745, -2.15632, 0.44727], [2.48173, -2.23053, 1.24127], [1.27006, -1.51460, -0.59493], [0.14959, -3.78565, 1.12318], [-0.53310, -2.27356, 0.41116], [0.00599, -2.29599, 2.14952]]}

Preferred: x; penalty for the next structure: 8.4 kJ/mol.

w:
{"formula": "C2H9N2O", "method": "ωB97M-V/def2-TZVPD", "smiles": "C[NH2+][C@H](N)O", "homo_ev": -14.6, "charge": 1, "lumo_energy_ev": -3.507, "elements": ["C", "C", "N", "N", "O", "H", "H", "H", "H", "H", "H", "H", "H", "H"], "coordinates": [[0.44332, -0.23328, 1.63402], [-0.05162, 0.41231, -0.68032], [-1.53806, -0.19500, -0.52553], [0.89358, -0.33924, 0.22647], [0.47230, 0.32559, -1.88773], [1.27202, -0.16904, 2.35342], [-0.27157, 0.68036, 1.75174], [-0.20392, -1.14189, 1.86403], [-0.20548, 1.27521, -0.16216], [-1.74427, -1.07269, -1.04233], [-2.10912, 0.56625, -0.95766], [1.86791, -0.00354, -0.09943], [0.87340, -1.28368, -0.07736], [0.30150, 1.17862, -2.39716]]}

x:
{"formula": "C2H9N2O", "method": "ωB97M-V/def2-TZVPD", "homo_ev": -15.2, "charge": 1, "lumo_energy_ev": -4.053, "elements": ["C", "N", "C", "N", "H", "H", "H", "H", "H", "H", "H", "H", "H", "O"], "coordinates": [[0.16758, -1.18995, 2.28100], [-0.34079, 0.05694, -0.94408], [-0.30230, -0.96498, -0.13217], [-0.74789, -0.98367, 1.11283], [-0.49406, -1.23207, 3.13861], [0.80992, -2.03992, 2.08090], [0.80902, -0.31136, 2.39618], [-0.57986, 0.97882, -0.60709], [0.18020, 0.05807, -1.81719], [0.34816, -1.76590, -0.48845], [-1.38972, -0.22929, 1.32024], [-0.11474, 2.99904, -2.79519], [1.24286, 2.39258, -3.00669], [0.41163, 2.23170, -2.53891]]}

y:
{"formula": "C2H9N2O", "method": "ωB97M-V/def2-TZVPD", "homo_ev": -15.1, "charge": 1, "lumo_energy_ev": -9.131, "elements": ["C", "N", "C", "N", "H", "H", "H", "H", "H", "H", "H", "H", "H", "O"], "coordinates": [[-1.01955, 0.16372, 0.89733], [0.20311, 1.02283, -1.65298], [-0.29510, -0.30600, -1.30151], [-0.00310, -0.42688, 0.08010], [-2.00627, -0.26833, 0.66921], [-0.81739, 0.12610, 1.96807], [-1.07169, 1.23198, 0.57947], [0.36127, 1.27783, -2.62136], [-1.38658, -0.22881, -1.48495], [0.05151, -1.21782, -1.81661], [2.37889, -1.12731, 2.27217], [0.92803, 1.34484, -1.00279], [1.07692, -0.99656, 1.35228], [1.59997, -0.59559, 2.06157]]}

Preferred: x; penalty for the next structure: 119.3 kJ/mol.

w:
{"formula": "C2H9N2O", "method": "ωB97M-V/def2-TZVPD", "homo_ev": -13.1, "charge": 1, "lumo_energy_ev": -3.152, "elements": ["C", "C", "N", "N", "H", "H", "H", "H", "H", "H", "H", "H", "H", "O"], "coordinates": [[-1.39930, -0.21519, 0.33485], [-0.57879, 0.07402, -0.69643], [0.64139, -0.84644, -0.87781], [-2.42610, 0.63579, 0.71183], [-1.24214, -1.02811, 1.04110], [-0.42342, 1.09787, -1.00204], [1.46450, -0.28538, -0.57591], [0.72863, -1.74966, -0.41207], [0.71914, -1.01705, -1.87922], [-2.82897, 1.20537, -0.01860], [-3.16313, 0.19000, 1.24327], [2.51829, 0.86852, 1.40637], [3.43789, 0.62168, 0.18391], [2.55201, 0.44858, 0.54074]]}

x:
{"formula": "C2H9N2O", "method": "ωB97M-V/def2-TZVPD", "homo_ev": -14.3, "charge": 1, "lumo_energy_ev": -3.775, "elements": ["C", "C", "N", "N", "O", "H", "H", "H", "H", "H", "H", "H", "H", "H"], "coordinates": [[-0.16791, 1.17220, 1.24990], [0.03016, -1.37098, -0.16072], [0.52286, -1.73689, -1.38333], [-0.39253, 0.84081, -0.17634], [-1.21080, -1.75311, 0.08900], [-0.60456, 2.16911, 1.41621], [-0.59662, 0.60264, 2.02432], [0.87398, 1.19824, 1.37723], [0.52319, -0.91625, 0.62037], [0.07056, -2.40950, -1.93678], [1.52583, -1.57431, -1.49136], [-1.38295, 0.77958, -0.18091], [0.11303, 1.48971, -0.73250], [-1.42165, -2.33452, -0.61515]]}

Preferred: w; penalty for the next structure: 86.9 kJ/mol.

w:
{"formula": "C4H6NO2", "method": "ωB97M-V/def2-TZVPD", "smiles": "[O-]/C=C1\\CNOC1", "homo_ev": -2.2, "charge": -1, "lumo_energy_ev": 4.167, "elements": ["C", "C", "C", "C", "N", "O", "O", "H", "H", "H", "H", "H", "H"], "coordinates": [[0.59424, -1.19219, -0.01476], [-1.92396, -0.35015, -0.01796], [-0.58420, -0.20954, -0.03468], [0.36995, 1.38571, -0.21358], [1.67071, 0.86587, 0.24470], [1.78320, -0.46413, -0.31730], [-2.85853, 0.48201, 0.01995], [0.43595, -2.02009, -0.67162], [0.75072, -1.45711, 0.95727], [-2.32365, -1.45147, -0.16207], [0.41761, 1.43257, -1.19897], [-0.04943, 2.26612, 0.20153], [1.71738, 0.71240, 1.20749]]}

x:
{"formula": "C4H6NO2", "method": "ωB97M-V/def2-TZVPD", "smiles": "O=NCC/C=C/[O-]", "homo_ev": [-2.2, -2.2], "charge": -1, "lumo_energy_ev": [3.814, 3.810], "elements": ["C", "C", "C", "C", "N", "O", "O", "H", "H", "H", "H", "H", "H"], "coordinates": [[1.08199, -1.44062, 0.12085], [-0.53697, -0.02040, -0.88742], [-0.78320, 1.05897, 0.19913], [0.87345, -0.44160, -0.83031], [-0.23724, 0.43338, 1.43757], [-0.06771, 1.21037, 2.39890], [2.05723, -1.90305, 0.69666], [0.12098, -1.90293, 0.34858], [-1.18048, -0.93056, -0.63873], [-0.81837, 0.37615, -1.91769], [-0.26947, 1.96181, 0.06519], [-1.81093, 1.29339, 0.15283], [1.57071, 0.30508, -1.14555]]}

Preferred: x; penalty for the next structure: 38.2 kJ/mol.